C26H41NO20 | ωB97M-V/def2-TZVPD

Each line ends with the Mulliken charge.
Cartesian coordinates (Å):
O  22.679  11.900  10.739  -0.560
C  21.537  11.534  10.470  0.631
O  20.426  11.699  11.196  -0.372
C  19.293  11.207  10.477  1.281
C  19.905  10.138  9.606  -0.226
O  21.139  10.715  9.408  -0.432
H  18.512  10.724  11.064  -0.317
H  18.811  11.992  9.895  -0.582
H  19.199  9.981  8.790  0.217
H  20.104  9.188  10.102  0.339
O  17.407  15.555  7.826  -0.441
C  17.912  14.598  7.174  0.264
O  18.535  13.517  7.709  -0.007
C  19.157  12.799  6.680  -0.125
C  18.415  13.220  5.445  -0.493
O  17.965  14.513  5.798  -0.354
H  20.237  12.736  6.550  0.351
H  18.700  11.814  6.774  0.134
H  17.549  12.596  5.225  0.251
H  19.058  13.391  4.582  0.303
O  11.832  18.493  6.239  -0.587
C  12.919  18.033  6.637  0.610
O  13.023  16.781  6.948  -0.248
C  14.381  16.439  7.293  0.327
C  15.044  17.797  7.380  -0.173
O  14.151  18.591  6.620  -0.374
H  14.426  15.942  8.261  -0.053
H  14.988  15.891  6.572  0.123
H  16.027  17.750  6.912  0.206
H  15.231  18.145  8.396  0.162
O  11.108  10.683  4.667  -0.611
C  11.226  10.675  5.914  0.634
O  11.932  9.798  6.600  -0.362
C  12.123  10.228  7.901  -0.060
C  11.241  11.439  8.043  0.387
O  10.691  11.549  6.754  -0.288
H  11.844  9.428  8.586  0.246
H  13.130  10.614  8.060  0.060
H  11.919  12.260  8.276  -0.311
H  10.434  11.356  8.772  0.294
O  7.560  15.217  6.847  -0.617
C  8.578  15.464  7.500  0.656
O  8.988  16.673  7.792  -0.327
C  10.068  16.575  8.720  -0.165
C  10.602  15.175  8.564  0.223
O  9.375  14.583  8.119  -0.386
H  10.854  17.282  8.450  0.059
H  9.703  16.774  9.727  0.270
H  10.577  14.753  9.569  0.107
H  11.404  14.954  7.860  0.178
O  13.028  14.271  10.099  -0.575
C  14.173  14.001  10.422  0.479
O  15.252  14.041  9.659  -0.139
C  16.351  13.595  10.424  1.183
C  15.976  14.003  11.779  -0.332
O  14.518  13.811  11.711  -0.357
H  16.348  12.521  10.238  -0.311
H  17.340  13.951  10.135  -0.503
H  16.211  15.050  11.969  0.307
H  16.417  13.387  12.562  0.291
C  18.912  18.879  11.797  -1.159
C  19.662  18.790  10.481  -0.555
C  19.334  17.537  9.687  0.072
C  19.255  16.288  10.482  0.343
N  19.232  15.315  11.104  -0.552
H  19.232  19.838  12.205  0.361
H  19.173  18.126  12.541  0.352
H  17.861  18.834  11.509  0.266
H  20.704  18.874  10.791  0.329
H  19.367  19.656  9.888  0.317
H  19.902  17.394  8.767  0.407
H  18.373  17.675  9.192  -0.125
C  17.290  7.278  9.219  -0.925
O  16.663  8.460  9.619  -0.118
C  15.512  8.249  10.409  -0.742
C  14.985  9.591  11.087  -0.138
O  15.993  10.277  11.777  -0.073
C  16.314  9.750  13.031  -0.959
H  16.576  6.613  8.732  0.374
H  17.869  6.866  10.046  0.364
H  18.047  7.531  8.477  0.214
H  15.918  7.562  11.153  0.363
H  14.792  7.651  9.851  0.444
H  14.068  9.406  11.647  0.453
H  14.575  10.118  10.225  -0.148
H  16.475  8.675  12.947  0.349
H  15.527  9.988  13.746  0.305
H  17.189  10.156  13.538  0.297

Properties
2S+1	1
LUMO energy	-0.34	eV
structure (SMILES)	O=C1OCCO1.O=C1OCCO1.O=C1OCCO1.O=C1OCCO1.O=C1OCCO1.O=C1OCCO1.CCCC#N.COCCOC
E	-2574.746957	hartree